Record 1
Entry from the OMol25 dataset: a 5-piece molecular cluster, C11H34N2O5 overall in a non-equilibrium geometry (the ωB97M-V functional and the def2-TZVPD basis).

Results
E_tot: -925.04936 Eh
LUMO level: 0.440 eV
spin multiplicity: 1
maximum force: 0.0515 Eh/bohr
charge: 0
highest occupied orbital energy: -9.10 eV

Positions of all 52 atoms, in Å:
C 7.0240 -1.5916 -1.8378
O 6.0081 -2.5569 -1.5763
C 4.9200 -2.6384 -2.5699
C 3.8603 -3.7426 -2.2888
C 2.8365 -3.8903 -3.4194
N 3.0841 -3.6062 -1.0289
H 6.5622 -0.6520 -2.1410
H 7.5969 -1.8851 -2.7175
H 7.7739 -1.3876 -1.0736
H 4.4862 -1.6523 -2.7358
H 5.3004 -2.8143 -3.5761
H 4.4199 -4.6757 -2.2227
H 2.1873 -3.0309 -3.5868
H 2.1405 -4.7073 -3.2291
H 3.2188 -4.2198 -4.3855
H 3.8180 -3.6417 -0.3359
H 2.5546 -2.7472 -0.9853
C -5.0311 0.2368 1.3094
O -5.1945 -0.2275 -0.0750
C -4.7105 -1.5366 -0.2094
C -5.3189 -2.1672 -1.4765
C -6.8608 -2.0193 -1.5548
N -4.9282 -3.5571 -1.5690
H -5.5781 1.1774 1.3742
H -4.0066 0.5457 1.5171
H -5.3901 -0.3709 2.1400
H -3.6321 -1.5297 -0.3681
H -4.9984 -2.1210 0.6645
H -4.9293 -1.7156 -2.3889
H -7.3366 -2.4001 -0.6511
H -7.2544 -2.4729 -2.4645
H -7.0472 -0.9464 -1.6031
H -5.4851 -4.1610 -0.9814
H -3.9558 -3.6692 -1.3199
C 1.8156 2.6664 7.7376
O 2.5397 3.2736 6.7031
H 0.7479 2.6604 7.5185
H 2.1761 1.6386 7.7796
H 1.8712 3.1430 8.7163
H 2.5584 2.6858 5.9443
C -2.6072 7.5194 0.0913
O -1.8370 7.4169 -1.0490
H -3.5513 7.0130 -0.1098
H -2.1525 7.2118 1.0330
H -2.7273 8.5987 0.1840
H -2.3579 7.5905 -1.8365
C 2.6607 2.7460 0.7462
O 3.2731 1.6436 1.4732
H 1.6580 3.0687 1.0264
H 3.1799 3.7042 0.7296
H 2.5959 2.5129 -0.3166
H 4.0226 1.2809 0.9954

Cartesian forces, eV/Å:
C -0.6860 0.0706 -1.7093
O -0.9139 -0.4729 -0.0165
C 0.7174 0.3631 -0.0699
C -0.5251 0.6244 0.1535
C -0.2215 -0.5207 -0.6188
N 1.2936 -0.7425 -0.7078
H -0.0976 0.3537 0.2610
H 0.1625 -0.2658 -0.2137
H -0.6749 -0.5709 0.6270
H -0.4470 0.3297 0.7030
H 0.6522 -0.5370 -0.0757
H -0.0289 -0.1033 0.1507
H 0.2843 0.3440 0.1216
H 0.0548 -0.0162 0.6980
H 0.5987 0.4887 -0.0850
H -0.4184 0.4373 0.7407
H 0.2446 0.2290 0.0457
C -0.0694 1.4087 -1.3000
O 0.0362 0.5244 2.4743
C -0.6692 0.0754 -1.2926
C -0.8808 -0.2747 0.0133
C 1.1237 0.5745 0.1382
N 0.0288 -0.5412 -0.2329
H -0.2374 -0.0590 -0.1607
H 0.3422 -0.4457 -0.1310
H -0.1236 -0.7392 -0.5258
H 0.3568 -0.1132 0.4108
H 0.1311 -0.3095 0.0650
H 0.2109 0.5020 0.1785
H -0.1219 -0.1950 -0.0687
H 0.0331 -0.1976 0.1837
H -0.2567 -0.0443 0.0547
H -0.0119 0.0169 0.1801
H 0.1112 -0.1825 0.0129
C -0.6079 -1.0913 -0.3022
O 0.4535 1.1757 -0.0324
H -0.2303 -0.1570 -0.1552
H -0.2950 -0.2105 0.6779
H 0.7538 0.3028 -0.2885
H -0.0693 -0.0214 0.0838
C -1.2298 1.4854 -0.0331
O 2.1018 -1.1219 -1.1525
H -0.2613 0.0405 0.7285
H 0.3997 -0.5835 -0.5144
H -0.8972 0.1638 0.7250
H -0.1105 0.0118 0.2477
C 0.6353 -0.1065 -1.1627
O -1.1854 1.3099 0.1647
H -0.0580 -1.0331 0.7797
H 0.8306 -0.1573 0.6196
H -0.1420 -0.3471 -0.1054
H -0.0861 0.3287 -0.2849

Record 2
Entry from the OMol25 dataset: C4H3HgO6 as an isolated structure in a non-equilibrium geometry (the ωB97M-V functional and the def2-TZVPD basis).

Results
E_tot: -758.90551 Eh
LUMO level (alpha / beta): -0.059 / -2.593 eV
spin multiplicity: 2
maximum force: 0.1544 Eh/bohr
charge: 0
⟨S²⟩: 0.75
highest occupied orbital energy (alpha / beta): -7.99 / -7.99 eV

Positions of all 14 atoms, in Å:
O 1.5379 -0.0902 1.3740
C 0.8324 0.5616 0.6082
O -1.4306 1.1726 -0.0168
C -1.9541 -0.0582 -0.3052
C -0.4520 1.2149 0.9936
O -1.4982 -1.0501 0.3099
O -2.8771 -0.0638 -1.1447
H -0.7978 0.8014 1.9514
H -0.2282 2.2785 1.1713
Hg -3.0314 -2.2713 -0.7429
O 3.2590 -0.9686 -1.0441
C 2.1132 -0.9870 -0.4338
O 1.3183 -0.0375 -0.8218
H 3.2086 -0.5022 -1.8990

Cartesian forces, eV/Å:
O -2.2074 4.4979 0.3409
C 3.4971 -7.0410 1.1167
O -0.3229 -0.1249 -0.2128
C 0.4889 1.5158 0.4341
C -0.1309 1.2582 -0.8715
O 0.5072 0.2579 0.4260
O 0.1336 0.4831 -0.1137
H 0.3926 -0.3029 -0.4299
H -0.2311 -0.2354 -0.1612
Hg -0.9491 -1.8942 -0.4684
O 0.0620 -0.5296 -1.2088
C 0.5971 -2.8472 0.7584
O -2.0860 4.1487 0.4047
H 0.2487 0.8136 -0.0145

Record 3
Entry from the OMol25 dataset: an isolated ion of composition CHN3O2P and charge -1 in a non-equilibrium geometry (the ωB97M-V functional and the def2-TZVPD basis).

Results
E_tot: -694.86675 Eh
LUMO level: 3.986 eV
spin multiplicity: 1
maximum force: 0.0673 Eh/bohr
charge: -1
highest occupied orbital energy: -4.52 eV

Positions of all 8 atoms, in Å:
N 3.0075 -0.2806 0.3769
C 1.8737 -0.1902 0.2638
N 0.6533 0.0262 -0.0887
N -0.6091 -0.8200 0.3404
P -1.1752 0.6633 -0.1960
O -1.5575 0.8943 -1.5856
O -1.5077 1.5532 0.8866
H -0.6850 -1.8462 0.0024

Cartesian forces, eV/Å:
N 2.9422 -0.4086 0.6717
C -2.4223 0.1385 -0.1870
N -3.3629 -0.1595 -0.8092
N 1.1210 -1.8266 0.2689
P 2.5305 -1.0892 -0.6937
O -0.3518 -0.4301 -0.6886
O -0.6848 1.0893 1.5494
H 0.2281 2.6861 -0.1116

Record 4
Entry from the OMol25 dataset: a single C4H7NO3 molecule in a non-equilibrium geometry (the ωB97M-V functional and the def2-TZVPD basis).

Results
E_tot: -437.10207 Eh
LUMO level: 0.618 eV
spin multiplicity: 1
maximum force: 0.0227 Eh/bohr
charge: 0
highest occupied orbital energy: -10.47 eV

Positions of all 15 atoms, in Å:
O 3.3203 -1.0834 1.3339
C 2.2394 -0.8663 0.8594
N 1.6660 0.3922 0.8563
C 0.5283 0.8016 0.1707
O 0.2720 1.9789 0.1064
C -0.3220 -0.2544 -0.4945
C -1.7263 0.2608 -0.8492
O -2.7351 -0.5779 -0.2722
H 1.6298 -1.6396 0.3917
H 2.2813 1.1315 1.1709
H -0.4486 -1.1282 0.1243
H 0.1705 -0.4578 -1.4355
H -1.8905 1.3031 -0.5425
H -1.8801 0.2651 -1.9226
H -3.1049 -0.1255 0.5029

Cartesian forces, eV/Å:
O 0.1449 -0.0216 0.0836
C -0.0475 0.1884 0.0191
N 0.2682 -0.2393 -0.2073
C -0.0790 0.1463 0.1704
O 0.0313 0.1443 0.0447
C -0.5410 1.0169 -0.1763
C -0.6117 0.3448 0.4018
O -0.0372 0.3194 0.2888
H -0.1538 -0.1839 -0.0737
H -0.1271 0.1139 0.1160
H 0.1740 -0.4298 -0.0316
H 0.3947 -0.5947 -0.1113
H 0.3575 -0.2824 0.0758
H 0.0199 -0.2572 -0.1810
H 0.2069 -0.2652 -0.4189

In the order shown, the computed ΔE to the lowest compared entry with this formula, charge and spin values come out to 49.97, 26.49, 46.71, 25.93 kcal per mole.